Below is a 2-piece molecular cluster, BrFHP overall at a distorted geometry, with properties calculated with wB97M-V/def2-TZVPD.

Values from the calculation:
Largest force on an atom: 1.4 eV Å⁻¹
HOMO-LUMO gap (alpha / beta): 9.3 / 7.8 eV
Multiplicity: 1
Energy: -3015.74718 Eh
E_LUMO (alpha / beta): -1.27 / -0.91 eV

Cartesian coordinates (Å):
F  0.398  -1.219  0.335
P  -0.145  -0.161  -0.773
Br  -2.104  0.101  0.142
H  1.851  1.279  0.295

---

Below is C17H35HfN2O2PSi as an isolated structure at a distorted geometry, with properties calculated with wB97M-V/def2-TZVPD.

Values from the calculation:
Largest force on an atom: 4.2 eV Å⁻¹
HOMO-LUMO gap: 5.9 eV
Multiplicity: 1
Energy: -1607.64948 Eh
E_LUMO: 0.04 eV

Cartesian coordinates (Å):
Hf  -0.134  -0.183  0.038
Si  -2.390  -0.701  -1.445
P  0.134  -2.871  0.046
N  1.386  -0.182  -1.221
H  -1.056  0.898  3.107
C  1.432  -3.592  1.098
H  1.418  -4.692  1.022
H  1.267  -3.304  2.146
H  2.418  -3.227  0.782
C  -1.348  -3.762  0.635
H  -1.149  -4.842  0.628
H  -2.208  -3.541  -0.009
H  -1.579  -3.447  1.663
C  0.507  -3.586  -1.590
H  0.449  -4.680  -1.535
H  1.520  -3.287  -1.885
H  -0.205  -3.209  -2.332
C  -3.737  -0.579  -0.107
H  -3.538  0.272  0.562
H  -3.771  -1.511  0.478
H  -4.708  -0.422  -0.596
H  -2.805  0.378  -2.407
H  -2.697  -1.979  -2.182
C  2.007  -0.100  -2.400
C  4.062  0.212  -3.718
C  3.423  0.099  -2.490
C  1.290  -0.217  -3.646
C  1.943  -0.104  -4.866
C  3.330  0.115  -4.919
H  5.143  0.371  -3.754
H  3.963  0.146  -1.543
H  0.207  -0.403  -3.590
H  1.376  -0.190  -5.800
H  3.842  0.193  -5.875
C  -0.667  -0.118  3.233
O  -0.082  -0.457  1.966
C  0.383  -0.091  4.332
H  -0.066  -0.367  5.295
H  0.774  0.920  4.459
H  1.215  -0.774  4.142
C  -1.824  -1.023  3.617
H  -1.456  -1.981  4.012
H  -2.518  -1.216  2.799
H  -2.404  -0.557  4.426
C  -0.034  5.242  0.835
N  -0.604  4.011  0.289
C  -1.776  4.075  -0.591
C  -0.050  2.841  0.521
C  1.216  2.685  1.314
O  -0.659  1.804  0.018
H  -0.656  6.068  0.487
H  0.998  5.380  0.484
H  -0.030  5.217  1.933
H  -1.547  3.682  -1.589
H  -2.622  3.514  -0.177
H  -2.035  5.130  -0.666
H  1.048  2.948  2.371
H  1.599  1.650  1.273
H  2.004  3.344  0.918

---

- Among the records above, which one has the lowest largest force on an atom?
  BrFHP

---

- Which formula does entry 1 have?
  BrFHP

---

- Which value of multiplicity does entry 1 give?
  1